{"formula": "C43H35Cl3N6O3V", "method": "the ωB97M-V functional and the def2-TZVPD basis", "e_tot_ev": -123497.051, "largest_force_ev_per_a": 1.1, "charge": 0, "multiplicity": 4, "orbital_gap_ha": [0.190, 0.254], "elements": ["V", "C", "C", "N", "N", "C", "O", "C", "C", "C", "C", "C", "C", "C", "C", "C", "C", "C", "N", "H", "H", "H", "H", "H", "H", "H", "H", "H", "H", "H", "H", "C", "O", "C", "C", "C", "C", "C", "C", "N", "C", "C", "C", "C", "C", "C", "C", "O", "H", "H", "H", "H", "H", "H", "H", "H", "H", "H", "H", "H", "H", "Cl", "C", "Cl", "Cl", "C", "N", "N", "C", "C", "C", "C", "C", "C", "C", "C", "C", "C", "C", "C", "C", "H", "H", "H", "H", "H", "H", "H", "H", "H", "H"], "coordinates": [[-0.70477, 0.12016, 0.26995], [3.63917, -1.05565, 0.40332], [2.15813, -1.03069, 0.19977], [1.44248, 0.02050, 0.33844], [2.06008, 1.21823, 0.61742], [1.24648, 2.18086, 0.21378], [0.10476, 1.97227, -0.30669], [1.68388, 3.58672, 0.42295], [0.74893, 4.60122, 0.24500], [1.11214, 5.92436, 0.44621], [2.41136, 6.23843, 0.82024], [3.34765, 5.22618, 0.99517], [2.98660, 3.90294, 0.79850], [1.43299, -2.24116, -0.23773], [1.93025, -3.51330, 0.02181], [1.20338, -4.61561, -0.39248], [0.01509, -4.41053, -1.07157], [-0.39895, -3.10708, -1.29821], [0.28223, -2.03935, -0.89655], [4.04109, -0.05670, 0.25974], [4.11643, -1.75580, -0.28097], [3.87557, -1.36364, 1.42599], [-0.25687, 4.32880, -0.04636], [0.38258, 6.71257, 0.30548], [2.69718, 7.27170, 0.97220], [4.36224, 5.47151, 1.28205], [3.70332, 3.10430, 0.93182], [2.85976, -3.63200, 0.56143], [1.55879, -5.61660, -0.18570], [-0.58886, -5.23591, -1.42134], [-1.32748, -2.92133, -1.82127], [-1.73750, 5.61636, 2.74487], [-2.11572, 4.89780, 1.59162], [-2.92087, 3.79922, 1.75631], [-3.35994, 3.31355, 2.97329], [-4.21760, 2.21364, 3.00765], [-4.64813, 1.63868, 1.82386], [-4.20499, 2.12633, 0.60099], [-3.30787, 3.18391, 0.55169], [-2.78827, 3.73368, -0.60797], [-2.82959, 3.32767, -1.92325], [-2.74819, 2.04697, -2.51395], [-2.88853, 1.99060, -3.92547], [-2.80373, 0.81768, -4.63920], [-2.58332, -0.38383, -3.96700], [-2.43242, -0.36522, -2.58956], [-2.47656, 0.81419, -1.84722], [-2.29830, 0.77532, -0.52595], [-2.61151, 6.00904, 3.27248], [-1.11796, 6.44124, 2.40135], [-1.15501, 4.99250, 3.42504], [-3.05285, 3.78584, 3.89709], [-4.55840, 1.83189, 3.96108], [-5.33514, 0.80219, 1.84522], [-4.53671, 1.67561, -0.32393], [-2.43954, 4.66752, -0.46884], [-2.81565, 4.16298, -2.61327], [-3.06881, 2.92167, -4.45144], [-2.91625, 0.83226, -5.71555], [-2.53829, -1.32003, -4.50892], [-2.29686, -1.27973, -2.02734], [1.28008, 0.99781, 4.87755], [-0.45578, 1.26504, 4.65555], [-0.91722, 2.84023, 5.30411], [-1.38701, -0.02237, 5.42891], [-0.72316, 1.20272, 3.21891], [-0.85431, 0.99624, 2.10409], [-1.22144, -1.37975, 1.20180], [-1.72915, -2.35015, 1.81690], [-2.99183, -2.96590, 1.30075], [-3.90639, -2.15479, 0.62850], [-5.03828, -2.70991, 0.05452], [-5.26300, -4.07938, 0.13184], [-4.34978, -4.89217, 0.78757], [-3.22022, -4.33738, 1.37411], [-1.08690, -2.86917, 3.06716], [-1.83432, -3.45031, 4.08771], [-1.22995, -3.81096, 5.28537], [0.12905, -3.60620, 5.47164], [0.88201, -3.02693, 4.45701], [0.27612, -2.65501, 3.26901], [-3.70690, -1.09179, 0.54531], [-5.74346, -2.07270, -0.46422], [-6.14540, -4.51167, -0.32236], [-4.51437, -5.96096, 0.84075], [-2.50340, -4.97641, 1.87573], [-2.89850, -3.60036, 3.95584], [-1.82528, -4.25186, 6.07497], [0.59961, -3.89201, 6.40358], [1.94243, -2.85798, 4.59815], [0.84617, -2.17622, 2.48145]], "atomic_forces_ev_per_a": [[0.2, -0.3, -1.0], [0.0, 0.0, 0.0], [0.1, 0.0, 0.0], [-0.1, 0.1, 0.2], [0.0, 0.1, -0.1], [0.0, -0.1, 0.2], [-0.1, -0.1, 0.1], [0.0, 0.0, -0.1], [0.0, 0.0, -0.1], [0.0, 0.0, 0.0], [0.0, 0.0, 0.0], [0.0, 0.0, 0.0], [0.0, 0.0, 0.0], [0.0, -0.1, 0.0], [0.0, 0.0, 0.0], [0.0, 0.0, 0.0], [0.0, 0.0, 0.0], [0.0, 0.0, 0.0], [-0.1, 0.1, 0.1], [0.0, 0.0, 0.0], [0.0, 0.0, 0.0], [0.0, 0.0, 0.0], [0.1, 0.0, 0.0], [0.0, 0.0, 0.0], [0.0, 0.0, 0.0], [0.0, 0.0, 0.0], [0.0, 0.0, 0.0], [0.0, 0.0, 0.0], [0.0, 0.0, 0.0], [0.0, 0.0, 0.0], [0.0, 0.0, 0.0], [0.0, 0.0, 0.0], [0.0, 0.0, 0.1], [-0.1, 0.0, 0.0], [-0.1, 0.1, 0.0], [0.0, 0.0, 0.0], [0.0, 0.0, 0.0], [-0.1, 0.0, 0.0], [0.0, 0.1, 0.0], [0.0, 0.0, 0.0], [0.0, 0.0, 0.0], [0.0, 0.0, 0.1], [0.0, 0.0, 0.0], [0.0, 0.0, 0.0], [0.0, 0.0, 0.0], [-0.1, 0.0, 0.0], [-0.2, -0.1, -0.1], [0.4, -0.1, -0.2], [0.0, 0.0, 0.0], [0.0, 0.0, 0.0], [0.0, 0.0, 0.0], [-0.1, 0.0, -0.1], [0.0, 0.0, 0.0], [0.0, 0.0, 0.0], [0.0, 0.0, 0.0], [0.0, 0.0, 0.0], [0.0, 0.0, 0.0], [0.0, 0.0, 0.0], [0.0, 0.0, 0.0], [0.0, 0.0, 0.0], [0.0, 0.0, 0.0], [0.0, 0.0, 0.0], [0.0, 0.0, 0.1], [0.1, 0.0, 0.1], [0.0, 0.0, 0.0], [0.0, -0.1, -0.1], [-0.1, 0.5, 0.6], [0.0, -0.2, 0.0], [0.0, 0.1, 0.1], [0.0, 0.0, 0.0], [0.0, 0.0, 0.0], [0.0, 0.0, 0.0], [0.0, 0.0, 0.0], [0.0, 0.0, 0.0], [0.0, 0.0, 0.0], [0.0, 0.0, 0.0], [0.0, 0.0, 0.0], [0.0, 0.0, 0.0], [0.0, 0.0, 0.0], [0.0, 0.0, 0.0], [0.0, 0.0, 0.0], [0.0, 0.0, 0.0], [0.0, 0.0, 0.0], [0.0, 0.0, 0.0], [0.0, 0.0, 0.0], [0.0, 0.0, 0.0], [0.0, 0.0, 0.0], [0.0, 0.0, 0.0], [0.0, 0.0, 0.0], [0.0, 0.0, 0.0], [0.0, 0.0, 0.0]], "mulliken_spin": [1.93, 0.00, 0.03, -0.06, 0.00, -0.01, -0.02, 0.00, 0.00, 0.00, 0.00, 0.00, 0.00, 0.03, 0.00, 0.00, 0.00, 0.00, 0.03, 0.00, 0.00, 0.00, 0.01, 0.00, 0.00, 0.00, 0.00, 0.00, 0.00, 0.00, 0.00, 0.00, 0.00, 0.03, -0.03, 0.06, -0.04, 0.09, -0.01, 0.10, 0.51, -0.15, 0.17, -0.10, 0.22, -0.14, 0.21, 0.13, 0.00, 0.00, 0.00, 0.00, 0.00, 0.00, 0.00, -0.01, 0.03, 0.00, 0.00, 0.02, -0.05, 0.00, 0.00, 0.00, 0.00, 0.11, -0.11, -0.14, 0.01, 0.03, 0.01, -0.01, 0.02, -0.01, 0.02, 0.01, 0.02, -0.01, 0.02, -0.01, 0.02, 0.02, 0.00, 0.00, 0.00, 0.00, 0.00, 0.00, 0.00, 0.00, 0.01]}